Entry 1:
Entry from OMol25: 16 unconnected molecules or ions with the total composition C3H36NO16S in a non-equilibrium geometry (ωB97M-V with the def2-TZVPD basis set).

The geometry in XYZ format:
```
57
Properties=species:S:1:pos:R:3:forces:R:3
H -0.49950 2.60382 -0.35318 -0.429 -0.368 -0.170
H 2.94216 2.53384 -2.82219 -0.077 -0.143 -0.216
H -1.31696 3.11775 2.69745 0.162 0.077 -0.144
O -1.29940 -1.39899 -1.62361 -0.128 0.582 1.734
O -0.31318 -3.66423 -2.72397 0.617 -0.128 0.146
H -0.08781 0.83211 4.82720 0.035 0.034 -0.223
O -1.48675 -0.31586 -3.90943 -0.393 -0.533 1.218
H 1.39587 3.38624 2.18790 -0.070 -0.241 -0.241
H 1.15824 1.60810 -4.23044 0.842 -0.074 -0.488
C 3.11155 -0.32987 0.96937 0.120 -1.326 0.079
H -2.17949 0.94353 -0.22922 0.508 -0.112 0.054
H 1.23092 -0.44364 -2.06643 -0.029 -0.312 0.119
O 0.08046 2.67253 -1.11435 0.351 1.565 -0.476
H -0.94108 -0.63782 -0.99100 0.120 -1.334 -0.783
H 0.63081 3.75899 0.87982 0.436 0.015 0.496
O -2.80092 1.66442 -0.10721 -0.207 0.409 -0.251
H 2.33560 0.60329 -0.75732 -0.262 0.213 -0.008
O 2.02611 1.18264 -4.40839 -1.678 -0.224 0.063
O -3.37430 0.34636 3.44623 -0.131 0.880 1.084
H -1.43630 -2.13271 -0.98843 0.100 0.490 -0.198
H 0.27635 1.76864 -1.36006 -0.090 -0.394 0.405
H 3.68143 1.25881 -3.18441 -0.200 0.023 -0.342
H -1.09012 -4.00700 -2.27849 -0.186 0.130 -0.082
H -1.72828 1.88173 1.88114 -0.365 0.693 0.257
C 0.68622 0.37822 0.72987 -0.110 1.245 1.695
H 1.89075 0.35180 -3.87136 0.499 0.444 -0.432
H -3.26447 1.32736 3.59509 0.062 -1.606 -0.864
H -1.70423 -0.79797 -3.02649 0.608 0.723 -1.783
H 4.16821 -0.04538 0.88367 -0.398 0.088 0.299
O 1.60258 -0.91642 -2.82807 -0.236 -0.003 -0.064
O -3.90317 -0.85690 -0.46727 0.497 -1.631 -0.774
N 0.43401 0.47814 2.01202 2.421 -0.101 -0.407
H -1.23172 0.56361 -3.61253 -0.088 0.088 -0.095
H 2.31856 -2.68080 0.90321 -0.790 -0.435 0.817
O 3.58521 1.90637 -2.49036 0.816 0.365 1.193
H 2.77595 -0.51266 2.00888 0.593 0.157 -0.514
H -0.26448 -4.00290 -0.22068 0.425 -0.181 0.091
H -3.27254 0.15877 2.51343 -0.095 0.408 -0.331
O -2.07859 2.56807 2.48207 0.367 -0.144 -0.056
O 0.33346 -3.13154 3.28082 0.264 -0.906 -0.491
S 3.13340 -2.06392 0.10110 0.593 1.838 -0.131
H -3.92381 -1.83828 -0.68021 0.031 1.850 0.358
O -0.17722 0.31051 -0.20482 -0.386 -0.369 -0.718
H -0.56370 -2.93319 3.01711 -0.355 0.495 0.476
H -0.46353 0.58655 2.43236 -1.089 -0.520 -0.685
O -0.04481 -0.10525 5.02803 0.155 -0.541 0.168
H -3.09542 -0.55266 -0.94600 -0.935 -0.696 0.416
H 0.33066 -0.51525 4.23408 -0.116 0.720 0.031
H 0.82857 -1.18073 -3.34615 -0.209 -0.065 0.041
H -0.38137 -3.31729 1.18271 0.292 -0.082 -0.455
O 0.83346 4.05633 1.78746 -0.372 0.118 -0.278
C 2.17218 0.66291 0.31854 -0.840 -1.304 -0.010
H 2.37712 1.68679 0.61368 0.210 0.092 0.165
H -3.28309 1.73123 -0.94180 0.040 0.016 0.245
H 0.68637 -2.38141 3.75284 -0.087 0.344 0.066
O -0.73297 -3.33458 0.28040 -0.492 0.064 0.319
H -0.08701 -2.83223 -2.26263 -0.321 -0.395 -0.325
```
Positions in Å, forces in eV/Å.

Values from the calculation:
HOMO energy   -6.7 eV
Net charge   -1
Relative energy (zero: lowest compared OMol25 entry of this formula, charge and spin)   67.6 kcal/mol
LUMO   2.232 eV
Calculated total energy   -1792.7496 a.u.

=====

Entry 2:
Entry from OMol25: 2 unconnected molecules or ions with the total composition C2HBrF4S in a non-equilibrium geometry (ωB97M-V with the def2-TZVPD basis set).

The geometry in XYZ format:
```
9
Properties=species:S:1:pos:R:3:forces:R:3
H 1.66340 1.11557 -1.13270 0.110 0.134 0.586
Br -2.21369 0.66667 -0.99439 -0.101 -0.017 0.275
F -1.88341 0.08184 1.66284 -0.276 -0.552 -0.205
F -0.66245 1.68903 1.01857 -0.094 -0.459 -0.702
F 0.31356 -2.08461 -0.21887 0.353 0.957 -0.726
S 1.10758 0.01370 -1.61872 0.431 -1.038 -0.563
F 1.93545 -1.09626 0.78833 -0.789 0.933 -1.397
C -1.20032 0.51085 0.62276 1.262 0.534 0.610
C 0.93988 -0.89681 -0.12782 -0.895 -0.492 2.122
```
Positions in Å, forces in eV/Å.

Values from the calculation:
HOMO energy (alpha / beta)   -9.3 / -8.7 eV
Relative energy (zero: lowest compared OMol25 entry of this formula, charge and spin)   78.9 kcal/mol
LUMO (alpha / beta)   -0.345 / -0.845 eV
Calculated total energy   -3448.3372 a.u.

=====

> Among the records above, which one has the lowest relative energy (zero: lowest compared OMol25 entry of this formula, charge and spin)?

C3H36NO16S

=====

Please write out number 2 again, unchanged.
Entry from OMol25: 2 unconnected molecules or ions with the total composition C2HBrF4S in a non-equilibrium geometry (ωB97M-V with the def2-TZVPD basis set).

The geometry in XYZ format:
```
9
Properties=species:S:1:pos:R:3:forces:R:3
H 1.66340 1.11557 -1.13270 0.110 0.134 0.586
Br -2.21369 0.66667 -0.99439 -0.101 -0.017 0.275
F -1.88341 0.08184 1.66284 -0.276 -0.552 -0.205
F -0.66245 1.68903 1.01857 -0.094 -0.459 -0.702
F 0.31356 -2.08461 -0.21887 0.353 0.957 -0.726
S 1.10758 0.01370 -1.61872 0.431 -1.038 -0.563
F 1.93545 -1.09626 0.78833 -0.789 0.933 -1.397
C -1.20032 0.51085 0.62276 1.262 0.534 0.610
C 0.93988 -0.89681 -0.12782 -0.895 -0.492 2.122
```
Positions in Å, forces in eV/Å.

Values from the calculation:
HOMO energy (alpha / beta)   -9.3 / -8.7 eV
Relative energy (zero: lowest compared OMol25 entry of this formula, charge and spin)   78.9 kcal/mol
LUMO (alpha / beta)   -0.345 / -0.845 eV
Calculated total energy   -3448.3372 a.u.